# C45H68B3ClF5NO25S

A cluster of 6 separate species, C45H68B3ClF5NO25S in total at a distorted geometry (the ωB97M-V functional and the def2-TZVPD basis, the OMol25 dataset).

```
149
C45H68B3ClF5NO25S the ωB97M-V functional and the def2-TZVPD basis
C -0.32 -6.45 0.90
C -0.25 -5.87 -0.65
C 0.70 -4.51 -0.74
O -0.08 -3.32 -1.14
C 0.30 -2.13 -0.36
C 0.18 -0.70 -1.24
C 0.30 0.46 -0.14
S 2.14 0.55 0.37
C 2.64 2.36 0.30
C 2.34 3.11 -1.12
O -0.89 -0.89 -2.12
C -1.93 0.07 -2.35
C -1.52 1.61 -2.72
C -2.22 2.21 -4.09
O -2.55 3.53 -4.03
O -2.48 1.46 -5.32
C -3.90 1.50 -5.72
C -4.78 0.08 -5.80
O -4.58 2.61 -6.09
C -3.28 -0.08 -1.37
Cl -4.70 0.55 -2.39
O -3.32 -1.51 -1.04
C -4.64 -2.02 -0.70
B -5.20 -3.04 -1.91
O -6.56 -2.85 -2.47
O -4.23 -4.08 -2.40
C -4.02 -3.91 -3.86
C -4.41 -3.05 0.60
F -3.01 -3.54 0.65
F -5.27 -4.27 0.41
C -4.77 -2.35 2.04
C -6.05 -1.38 2.37
C -6.34 -0.66 3.84
C -5.27 -0.97 5.04
C -3.98 -1.96 4.79
C -2.90 -2.27 5.99
F -1.88 -3.30 5.63
F -3.56 -2.57 7.29
F -2.12 -0.99 6.18
C -3.72 -2.67 3.30
B -3.25 0.76 0.01
N -3.52 2.28 -0.02
O -2.94 0.22 1.38
B 1.59 -0.67 -2.14
C 2.64 -1.98 -2.22
O 2.02 0.49 -2.96
H 0.54 -6.02 1.57
H -0.17 -7.63 0.91
H -1.35 -6.16 1.40
H 0.29 -6.72 -1.28
H -1.32 -5.72 -1.12
H 1.26 -4.39 0.29
H 1.49 -4.73 -1.59
H -0.53 -2.01 0.49
H 1.32 -2.21 0.22
H -0.27 0.22 0.87
H 0.02 1.55 -0.44
H 2.04 2.97 1.13
H 3.81 2.43 0.48
H 3.11 2.70 -1.94
H 1.28 2.92 -1.58
H 2.50 4.28 -1.11
H -2.41 -0.30 -3.40
H -0.35 1.58 -2.97
H -1.64 2.40 -1.87
H -4.37 -0.71 -5.02
H -4.84 -0.33 -6.90
H -5.87 0.38 -5.40
H -5.44 -1.25 -0.34
H -7.01 -3.74 -2.36
H -2.88 -3.92 -4.18
H -4.53 -4.81 -4.42
H -4.47 -2.91 -4.29
H -6.79 -1.14 1.46
H -7.26 0.06 4.01
H -5.41 -0.46 6.11
H -2.79 -3.37 3.19
H -2.89 2.78 0.65
H -4.53 2.47 0.16
H -3.82 0.27 1.89
H 3.56 -1.80 -2.92
H 3.03 -2.28 -1.13
H 2.03 -2.90 -2.66
H 1.62 0.28 -3.88
C 1.61 -2.98 7.24
C 2.50 -2.44 6.14
C 2.18 -1.03 5.74
O 2.60 -0.99 4.39
C 2.51 -2.27 3.91
O 2.61 -2.58 2.74
O 2.30 -3.16 4.93
H 1.65 -2.35 8.13
H 0.57 -3.06 6.90
H 1.92 -3.99 7.52
H 3.56 -2.55 6.43
H 2.73 -0.30 6.34
H 1.11 -0.80 5.78
C -3.34 1.54 7.26
C -3.35 3.05 7.31
C -4.26 3.61 8.36
O -4.62 4.87 7.82
C -4.51 4.76 6.46
O -4.92 5.58 5.66
O -3.88 3.59 6.12
H -3.07 1.10 8.23
H -4.32 1.15 6.96
H -2.62 1.19 6.51
H -2.32 3.43 7.44
H -3.77 3.73 9.33
H -5.18 3.02 8.50
C 8.37 -1.29 1.78
C 7.38 -0.30 1.22
C 6.15 -0.13 2.06
O 5.17 0.24 1.11
C 5.57 -0.29 -0.09
O 4.87 -0.34 -1.09
O 6.85 -0.76 -0.02
H 8.68 -1.02 2.80
H 7.95 -2.30 1.80
H 9.27 -1.34 1.15
H 7.87 0.67 1.03
H 6.27 0.65 2.81
H 5.83 -1.06 2.55
C -1.39 3.46 -7.19
C -0.50 4.00 -8.29
C -0.82 5.41 -8.69
O -0.40 5.45 -10.04
C -0.49 4.17 -10.52
O -0.39 3.87 -11.69
O -0.70 3.29 -9.50
H -1.35 4.10 -6.30
H -2.43 3.39 -7.53
H -1.08 2.45 -6.92
H 0.56 3.90 -8.01
H -0.27 6.15 -8.10
H -1.89 5.64 -8.65
C 8.55 3.48 -3.52
C 8.32 3.43 -2.02
C 8.73 2.12 -1.41
O 7.87 2.03 -0.28
C 6.75 2.75 -0.59
O 5.72 2.73 0.06
O 6.94 3.49 -1.72
H 9.60 3.29 -3.77
H 7.92 2.76 -4.04
H 8.28 4.47 -3.90
H 8.82 4.27 -1.53
H 9.78 2.12 -1.09
H 8.56 1.26 -2.05
```

Values from the calculation:
Total energy = -5123.00749 Eh
SMILES = CCCOC[C@](CSCC)(O[C@H](CC(=O)OC(C)=O)[C@@](Cl)(O[C@@H](B(O)OC)C(F)(F)c1cccc(C(F)(F)F)c1)B(N)O)B(C)O.C[C@@H]1COC(=O)O1.C[C@@H]1COC(=O)O1.C[C@@H]1COC(=O)O1.C[C@@H]1COC(=O)O1.C[C@@H]1COC(=O)O1
Molar mass = 1217.97 g/mol
Orbital gap = 6.821 eV

=====

# C21H26N2O8S3

The molecule C21H26N2O8S3 at a distorted geometry (the ωB97M-V functional and the def2-TZVPD basis, the OMol25 dataset).

```
60
C21H26N2O8S3 the ωB97M-V functional and the def2-TZVPD basis
C 3.66 2.62 2.08
C 2.73 1.54 1.65
C 2.74 0.98 0.37
C 1.85 -0.01 0.01
C 0.94 -0.48 0.93
C 0.90 0.04 2.21
C 1.78 1.05 2.55
H 1.75 1.47 3.55
H 0.18 -0.35 2.91
S -0.20 -1.76 0.41
O -0.95 -2.22 1.54
O 0.52 -2.72 -0.38
C -1.30 -0.84 -0.67
C -2.25 -0.03 -0.08
C -3.09 0.71 -0.89
C -2.98 0.65 -2.27
C -2.02 -0.17 -2.85
C -1.18 -0.92 -2.05
H -0.43 -1.57 -2.46
H -1.93 -0.21 -3.93
H -3.65 1.25 -2.87
S -4.40 1.66 -0.13
O -4.88 2.63 -1.07
O -3.97 2.08 1.17
N -5.63 0.56 0.09
C -6.26 0.06 -1.11
H -6.43 0.91 -1.77
C -7.58 -0.60 -0.71
O -7.37 -1.62 0.24
C -6.76 -1.11 1.41
H -6.63 -1.96 2.08
C -5.41 -0.47 1.08
H -4.98 0.01 1.96
H -4.72 -1.24 0.71
H -7.41 -0.36 1.88
H -8.05 -1.08 -1.57
H -8.25 0.17 -0.29
H -5.62 -0.69 -1.61
H -2.34 0.03 0.99
H 1.88 -0.41 -0.99
S 3.94 1.35 -0.94
O 4.54 2.64 -0.76
O 3.31 1.06 -2.19
N 5.14 0.22 -0.72
C 5.93 0.35 0.48
H 6.18 1.41 0.60
C 7.20 -0.48 0.30
H 7.80 -0.49 1.22
O 6.88 -1.83 0.03
C 6.11 -1.94 -1.14
H 5.91 -3.00 -1.28
C 4.81 -1.15 -1.02
H 4.26 -1.16 -1.96
H 4.18 -1.60 -0.23
H 6.69 -1.56 -2.00
H 7.80 -0.06 -0.52
H 5.38 -0.01 1.36
H 4.42 2.21 2.74
H 3.12 3.37 2.64
H 4.14 3.08 1.23
```

Values from the calculation:
Total energy = -2721.76181 Eh
Energy above the lowest of the compared OMol25 structures with the same formula, charge and spin = 0.00 kJ/mol
SMILES = Cc1ccc(S(=O)(=O)c2cccc(S(=O)(=O)N3CCOCC3)c2)cc1S(=O)(=O)N1CCOCC1
Molar mass = 530.65 g/mol
Orbital gap = 9.576 eV

=====

# C10H31AsF6O5

A structure of composition C10H31AsF6O5 at a distorted geometry (the ωB97M-V functional and the def2-TZVPD basis, the OMol25 dataset).

```
53
C10H31AsF6O5 the ωB97M-V functional and the def2-TZVPD basis
O 0.91 -0.08 -0.75
H 0.26 -0.31 -0.03
H 0.97 -0.82 -1.43
H 0.75 0.82 -1.15
As 2.22 2.44 -2.90
F 1.01 3.48 -3.60
F 1.42 2.75 -1.34
F 3.35 1.38 -2.14
F 2.86 1.99 -4.45
F 3.27 3.81 -2.73
F 1.09 1.07 -3.03
C -1.64 -0.79 3.37
C -1.67 -1.62 2.10
C -2.92 -1.46 1.24
O -0.52 -1.44 1.27
H -1.07 0.14 3.25
H -1.29 -1.30 4.26
H -2.63 -0.38 3.61
H -1.69 -2.66 2.45
H -3.82 -1.79 1.77
H -2.83 -2.15 0.40
H -3.05 -0.43 0.91
H 0.19 -1.08 1.83
C -0.56 -4.24 -1.87
C -0.29 -2.91 -2.55
C -1.39 -1.91 -2.29
O 0.96 -2.31 -2.11
H 0.20 -4.98 -2.12
H -1.51 -4.64 -2.23
H -0.63 -4.22 -0.78
H -0.19 -3.00 -3.63
H -2.35 -2.22 -2.70
H -1.16 -0.97 -2.81
H -1.46 -1.62 -1.24
H 1.67 -2.92 -2.34
C 0.63 2.50 2.76
C 1.81 1.86 2.06
C 3.12 1.89 2.85
O 1.48 0.45 1.90
H 0.85 3.56 2.85
H 0.57 2.06 3.76
H -0.27 2.29 2.19
H 2.02 2.26 1.06
H 3.95 1.38 2.35
H 3.01 1.50 3.86
H 3.54 2.90 2.94
H 2.31 -0.02 1.71
C -1.78 2.24 -1.28
O -1.62 1.00 -0.56
H -0.88 2.84 -1.42
H -2.13 1.99 -2.29
H -2.61 2.81 -0.84
H -2.47 0.84 -0.15
```

Values from the calculation:
Total energy = -3610.86303 Eh
Energy above the lowest of the compared OMol25 structures with the same formula, charge and spin = 67.01 kJ/mol
Molar mass = 420.26 g/mol
Orbital gap = 11.056 eV

=====

# C21H47FNO10P2

A cluster of 3 separate species, C21H47FNO10P2 in total at a distorted geometry (the ωB97M-V functional and the def2-TZVPD basis, the OMol25 dataset).

```
82
C21H47FNO10P2 the ωB97M-V functional and the def2-TZVPD basis
C 2.66 0.33 7.85
C 1.65 -0.04 6.76
C 2.35 -0.75 5.61
C 1.41 -0.98 4.41
O 1.83 -0.26 3.26
C 2.33 -1.00 2.15
C 1.20 -1.48 1.21
C 0.25 -2.50 1.80
F 0.89 -3.66 2.20
C 3.33 -2.12 2.48
C 4.77 -1.64 2.84
C 5.75 -2.06 1.74
C 5.21 -2.40 4.10
N 4.81 -0.19 3.15
O 5.94 0.19 3.60
C 4.27 0.69 2.08
C 5.34 1.16 1.08
C 3.80 1.98 2.78
C 3.11 0.04 1.32
H 3.38 -0.48 8.00
H 3.22 1.23 7.61
H 2.18 0.48 8.82
H 0.91 -0.71 7.22
H 1.17 0.88 6.43
H 2.74 -1.70 5.97
H 3.19 -0.14 5.27
H 0.45 -0.55 4.70
H 1.23 -2.04 4.23
H 1.68 -1.94 0.34
H 0.66 -0.61 0.85
H -0.49 -2.78 1.05
H -0.31 -2.04 2.61
H 3.45 -2.67 1.55
H 2.97 -2.83 3.21
H 6.77 -1.80 1.99
H 5.47 -1.72 0.74
H 5.71 -3.15 1.70
H 5.01 -3.45 3.95
H 6.29 -2.30 4.22
H 4.77 -1.99 5.00
H 5.62 0.39 0.36
H 4.86 1.95 0.50
H 6.19 1.61 1.58
H 3.19 1.75 3.65
H 3.21 2.59 2.10
H 4.67 2.53 3.13
H 3.49 -0.45 0.42
H 2.43 0.82 0.99
C -2.83 -2.93 -3.57
O -3.36 -1.59 -3.54
P -2.73 -0.48 -2.49
O -3.81 0.54 -2.53
O -1.50 -0.15 -3.49
C -1.80 0.55 -4.70
O -1.80 0.11 -1.27
C -2.49 0.70 -0.15
H -3.38 -3.48 -4.33
H -1.77 -2.92 -3.83
H -2.97 -3.43 -2.61
H -2.73 1.11 -4.62
H -1.86 -0.15 -5.53
H -0.98 1.25 -4.88
H -3.33 0.10 0.18
H -2.83 1.69 -0.43
H -1.77 0.78 0.66
C -6.07 0.64 -5.10
O -5.73 1.24 -6.37
P -6.66 2.42 -6.96
O -6.34 2.52 -8.39
O -6.06 3.60 -6.04
C -4.81 4.18 -6.43
O -8.16 2.89 -6.70
C -9.13 2.58 -7.72
H -5.33 -0.12 -4.88
H -6.06 1.39 -4.31
H -7.06 0.17 -5.15
H -4.61 4.03 -7.49
H -4.00 3.75 -5.84
H -4.87 5.25 -6.23
H -9.01 1.57 -8.11
H -9.04 3.30 -8.53
H -10.11 2.67 -7.26
```

Values from the calculation:
Total energy = -2418.04412 Eh
⟨S²⟩ = 0.754
2S+1 = 2
Molar mass = 554.55 g/mol
Orbital gap (alpha / beta) = 6.996 / 8.075 eV

=====

Question: Which value of total energy does entry 2 give?
Answer: -2721.76181 Eh

=====

Question: Which formula does entry 2 have?
Answer: C21H26N2O8S3

=====

Question: Among the records above, which one has the lowest total energy?
Answer: C45H68B3ClF5NO25S

=====

Question: The lowest molar mass belongs to which entry?
Answer: C10H31AsF6O5